No. 1
This record from the OMol25 dataset describes a structure of composition C26H29IrN7O3. The level of theory is wB97M-V/def2-TZVPD.

CARTESIAN COORDINATES (ANGSTROEM)
Ir (-0.04236, -0.12474, -0.58324)
C (2.50045, 2.17635, 5.59836)
O (1.35155, 2.95264, 5.27825)
C (0.68549, 2.66684, 4.15474)
C (-0.44992, 3.49023, 3.91683)
C (-1.19753, 3.27662, 2.81279)
C (-0.89326, 2.25882, 1.84681)
C (-1.70287, 2.12314, 0.70129)
C (-2.98595, 2.88990, 0.51010)
O (-1.47586, 1.36696, -0.30093)
C (0.26922, 1.43613, 2.09996)
O (0.67521, 0.49550, 1.33249)
C (1.02997, 1.67374, 3.27404)
H (2.87642, 2.57480, 6.53486)
H (3.26248, 2.27574, 4.82334)
H (2.23401, 1.12567, 5.72486)
H (-0.68437, 4.26848, 4.62812)
H (-2.04281, 3.92606, 2.65125)
H (-3.32205, 3.45543, 1.36868)
H (-3.76572, 2.17328, 0.24987)
H (-2.86933, 3.56308, -0.34036)
H (1.88068, 1.02872, 3.43351)
C (1.05372, 2.79768, -0.82862)
N (1.16653, 1.47611, -1.48761)
C (2.60869, 1.19994, -1.60704)
C (0.61334, 1.60560, -2.87312)
C (0.27043, 0.25790, -3.43294)
C (0.36881, -0.01859, -4.78910)
C (-0.01855, -1.25850, -5.27390)
C (-0.49229, -2.21431, -4.38862)
C (-0.58270, -1.93551, -3.02950)
C (-0.20867, -0.69117, -2.51990)
H (1.57920, 3.54146, -1.43338)
H (1.50924, 2.75725, 0.15976)
H (0.01128, 3.08730, -0.74502)
H (3.10850, 2.05257, -2.07428)
H (2.75742, 0.32850, -2.24373)
H (3.02726, 1.04862, -0.61490)
H (1.33729, 2.14310, -3.49367)
H (-0.28210, 2.22710, -2.80049)
H (0.74603, 0.73600, -5.47048)
H (0.05207, -1.47666, -6.33078)
H (-0.79334, -3.18773, -4.75483)
H (-0.95923, -2.71795, -2.38123)
N (-3.32912, -0.53419, -0.83313)
C (-2.75188, -1.60789, -0.30585)
N (-3.51977, -2.65541, -0.02931)
C (-2.90027, -3.74933, 0.39820)
N (-3.64262, -4.80221, 0.74385)
N (-1.55561, -3.89032, 0.48654)
C (-0.88815, -2.80074, 0.21387)
N (-1.40006, -1.60515, -0.10157)
C (0.58280, -2.85763, 0.18271)
C (1.25615, -3.99187, 0.59030)
C (2.63790, -3.99661, 0.56064)
C (3.28285, -2.85160, 0.13675)
C (2.53777, -1.75514, -0.25944)
N (1.20084, -1.74286, -0.26427)
H (-4.32945, -0.55782, -0.92825)
H (-2.81163, 0.32796, -0.92644)
H (-4.64268, -4.75032, 0.66771)
H (-3.19521, -5.64969, 1.04247)
H (0.67798, -4.83989, 0.92465)
H (3.19507, -4.87005, 0.86978)
H (4.36121, -2.79044, 0.10575)
H (3.02751, -0.86091, -0.57720)

Forces on atoms 1 to 6 (eV/Å):
Ir 0.45 0.13 0.41
C 0.00 0.00 -0.01
O -0.01 0.00 -0.02
C 0.04 -0.02 0.03
C -0.04 0.00 -0.04
C 0.02 0.01 0.04

Calculated values
Total energy in eV: -46842.8645
HOMO in eV: -10.37
ΔE to the lowest compared entry with this formula, charge and spin in kcal/mol: 0.1
Total charge: +1

***

No. 2
This record from the OMol25 dataset describes a structure of composition C26H29MoNOP2S in a non-equilibrium geometry. The level of theory is wB97M-V/def2-TZVPD.

CARTESIAN COORDINATES (ANGSTROEM)
C (-1.67184, 3.39860, -2.73913)
C (-1.48454, 2.03857, -2.47905)
C (-0.19956, 1.45000, -2.62553)
C (0.88186, 2.26469, -3.11232)
C (0.63067, 3.62704, -3.41203)
C (-0.62039, 4.18749, -3.21332)
C (2.13255, 1.66390, -3.17866)
C (2.31283, 0.29030, -3.02534)
C (1.16918, -0.45597, -2.56926)
C (1.28442, -1.86533, -2.42812)
C (2.51911, -2.47653, -2.62711)
C (3.62362, -1.73447, -3.03706)
C (3.52715, -0.37758, -3.26596)
H (-2.65083, 3.83304, -2.53019)
H (1.45253, 4.22426, -3.80342)
H (-0.80393, 5.24518, -3.41026)
H (2.97127, 2.28724, -3.47596)
H (2.63205, -3.53499, -2.39992)
H (4.57370, -2.22768, -3.19634)
H (4.36351, 0.22106, -3.61553)
N (0.07001, 0.20900, -2.10833)
Mo (-0.38075, -0.30063, 0.77732)
C (-2.54829, 1.18904, -1.83340)
H (-2.57817, 0.17112, -2.25667)
H (-3.53002, 1.68196, -1.83694)
C (0.08110, -2.62661, -1.94224)
H (-0.83981, -2.26921, -2.42383)
H (0.19008, -3.70510, -2.12143)
P (-2.13791, 0.98646, -0.05260)
P (-0.21134, -2.37766, -0.12671)
C (1.14585, -3.36448, 0.60860)
H (1.03316, -3.38705, 1.70163)
H (1.14447, -4.39984, 0.23050)
H (2.12007, -2.90886, 0.38229)
C (-1.70430, -3.37585, 0.18218)
H (-1.52929, -4.41704, -0.12544)
H (-1.96258, -3.33932, 1.24871)
H (-2.53767, -2.95763, -0.39749)
C (-2.30194, 2.62452, 0.68333)
H (-3.25422, 3.04946, 0.34365)
H (-2.28021, 2.52833, 1.77713)
H (-1.45808, 3.24103, 0.35587)
C (-3.65325, 0.13976, 0.51136)
H (-3.68547, 0.04362, 1.59924)
H (-4.49439, 0.75225, 0.17348)
H (-3.73991, -0.85848, 0.07340)
C (1.53090, 0.02390, 0.92222)
O (2.68291, 0.26903, 0.79577)
H (-0.16719, 1.18962, -0.17670)
S (-1.23476, -0.72865, 2.95060)
C (-0.17685, -0.33245, 4.29959)
C (0.86016, -1.20966, 4.66139)
C (1.79356, -0.81606, 5.62097)
C (1.67408, 0.41166, 6.27400)
C (0.58648, 1.23509, 5.98012)
C (-0.35261, 0.86416, 5.01736)
H (0.93310, -2.18015, 4.16067)
H (2.61618, -1.47925, 5.87031)
H (2.39706, 0.69778, 7.03997)
H (0.46339, 2.16640, 6.51615)
H (-1.20695, 1.50093, 4.78847)

Forces on atoms 1 to 6 (eV/Å):
C -0.17 -1.48 0.39
C -0.21 0.40 0.45
C 1.01 0.21 0.90
C -0.80 -0.48 0.30
C -0.41 0.60 -0.08
C 0.98 0.21 -0.32

Calculated values
Total energy in eV: -62223.2512
Spin multiplicity: 3
HOMO (alpha / beta) in eV: -13.70 / -13.75
Total charge: +2

***

No. 3
This record from the OMol25 dataset describes an isolated molecule of C26H29N2O5P in a non-equilibrium geometry. The level of theory is wB97M-V/def2-TZVPD.

CARTESIAN COORDINATES (ANGSTROEM)
C (-1.90277, -0.69091, -2.78186)
C (-1.53753, -2.10738, -3.17918)
H (-1.35683, -2.15949, -4.25752)
H (-2.33434, -2.81060, -2.91634)
O (-0.39048, -2.60010, -2.49619)
P (1.05070, -1.93123, -2.50100)
O (2.09829, -2.94581, -2.31693)
O (1.08822, -1.20272, -3.93998)
C (2.36044, -0.95321, -4.51456)
C (3.08424, 0.18641, -3.81772)
H (2.45038, 1.06959, -3.78454)
H (4.00164, 0.42310, -4.35025)
H (3.32890, -0.10810, -2.79892)
H (2.16130, -0.70969, -5.56239)
H (2.96155, -1.86696, -4.45951)
C (1.14385, -0.71659, -1.18919)
C (1.98030, -0.88375, -0.10148)
N (2.98301, -1.76428, 0.10893)
H (2.96346, -2.50858, -0.58417)
C (3.31904, -2.15802, 1.46099)
H (3.37178, -1.25195, 2.06892)
H (4.30588, -2.62558, 1.43337)
C (2.28837, -3.13180, 2.06577)
C (0.92905, -2.49156, 2.08310)
C (0.58649, -1.57663, 3.06763)
C (-0.60732, -0.87672, 3.02146)
C (-1.49032, -1.08571, 1.96821)
C (-1.16961, -2.03275, 0.99559)
C (0.02407, -2.71967, 1.05111)
H (0.26145, -3.42696, 0.26847)
H (-1.86604, -2.20345, 0.19059)
O (-2.67354, -0.43202, 1.79452)
C (-3.04806, 0.54121, 2.73777)
H (-3.19749, 0.10084, 3.72954)
H (-2.31040, 1.34647, 2.80254)
H (-3.99121, 0.95028, 2.37893)
H (-0.82838, -0.16242, 3.79894)
H (1.27071, -1.39163, 3.88409)
H (2.60789, -3.38895, 3.07733)
H (2.26505, -4.04115, 1.46259)
O (1.72331, 0.09533, 0.77776)
C (0.69825, 0.82333, 0.21901)
N (0.34967, 0.36337, -0.94397)
C (0.14337, 1.90432, 0.99841)
C (0.71319, 2.16288, 2.23291)
C (0.20994, 3.15635, 3.07445)
C (-0.87417, 3.89829, 2.69254)
C (-1.49098, 3.67234, 1.44445)
C (-2.61681, 4.42457, 1.04676)
C (-3.21980, 4.20229, -0.15845)
C (-2.71548, 3.21819, -1.02024)
C (-1.62383, 2.47334, -0.66595)
C (-0.98321, 2.67011, 0.57253)
H (-1.23160, 1.71873, -1.32451)
H (-3.19643, 3.05079, -1.97276)
H (-4.08266, 4.78174, -0.45337)
H (-2.99241, 5.18246, 1.71994)
H (-1.27505, 4.66494, 3.34019)
H (0.68285, 3.32869, 4.03034)
H (1.56222, 1.57895, 2.55232)
H (-2.07365, -0.62496, -1.71053)
H (-2.80317, -0.38318, -3.30812)
H (-1.08528, -0.02440, -3.04238)

Forces on atoms 1 to 6 (eV/Å):
C 0.10 -0.32 -0.01
C -0.58 0.14 -0.33
H -0.02 -0.08 0.11
H 0.11 0.12 -0.12
O 0.57 0.24 0.23
P -0.49 0.43 -0.20

Calculated values
Total energy in eV: -49942.1691
SMILES string: CCOP(=O)(OCC)c1nc(-c2cccc3ccccc23)oc1NCCc1ccc(OC)cc1
HOMO in eV: -7.37

***

No. 4
This record from the OMol25 dataset describes a structure of composition C26H29NO5RhSi in a non-equilibrium geometry. The level of theory is wB97M-V/def2-TZVPD.

CARTESIAN COORDINATES (ANGSTROEM)
Rh (1.91000, -0.39272, -0.41550)
C (2.20334, -1.22910, 2.76401)
O (1.66386, -0.22419, 1.90703)
C (2.08708, 1.09839, 2.26468)
C (1.37227, 2.06994, 1.35252)
O (1.78012, 1.92228, -0.01788)
C (2.91210, 2.72469, -0.37015)
H (1.77368, -1.13112, 3.76304)
H (3.29055, -1.14918, 2.82614)
H (1.92505, -2.19529, 2.34825)
H (3.17237, 1.17804, 2.16352)
H (1.81106, 1.30083, 3.30356)
H (1.56494, 3.09129, 1.68631)
H (0.30152, 1.87218, 1.37402)
H (2.62143, 3.77688, -0.37610)
H (3.22203, 2.43059, -1.37010)
H (3.73772, 2.57698, 0.32928)
O (3.44232, -1.31132, -1.87929)
C (4.39660, -0.91957, -1.17422)
C (5.87294, -1.03315, -1.43472)
C (6.47422, -0.32260, -0.21895)
C (5.26558, 0.12227, 0.60652)
O (5.30593, 0.74284, 1.64495)
N (4.11416, -0.29550, -0.02968)
H (6.12594, -0.56445, -2.38553)
H (6.16271, -2.08085, -1.51333)
H (7.06332, 0.55621, -0.47614)
H (7.09941, -0.96690, 0.39741)
O (-0.14702, -0.44367, -0.62925)
Si (-1.72185, -0.35869, -0.50550)
C (-2.35008, 1.20547, 0.34739)
C (-3.16556, 1.18507, 1.47777)
C (-3.63048, 2.36780, 2.03761)
C (-3.28820, 3.58798, 1.47469)
C (-2.46778, 3.62592, 0.35641)
C (-2.00134, 2.44478, -0.20064)
C (-2.37729, -1.88891, 0.44269)
C (-3.74123, -2.11176, 0.56682)
C (-4.19004, -3.16844, 1.34774)
C (-3.27819, -4.00464, 1.97711)
C (-1.91612, -3.78873, 1.83335)
C (-1.45731, -2.73243, 1.05648)
C (-2.41901, -0.48059, -2.28619)
C (-2.00339, 0.50367, -3.18694)
C (-2.55334, 0.54530, -4.45736)
C (-3.46371, -0.42703, -4.85048)
C (-3.83588, -1.43589, -3.97036)
C (-3.29283, -1.48356, -2.69591)
H (-3.43390, 0.24422, 1.94107)
H (-4.26036, 2.33378, 2.91725)
H (-3.65880, 4.50829, 1.90665)
H (-2.19183, 4.57575, -0.08474)
H (-1.35065, 2.49101, -1.06809)
H (-4.46120, -1.46305, 0.07925)
H (-5.25321, -3.33657, 1.45907)
H (-3.63214, -4.83203, 2.57785)
H (-1.20482, -4.44370, 2.32010)
H (-0.39582, -2.56187, 0.93814)
H (-1.28231, 1.25600, -2.89348)
H (-2.25716, 1.32950, -5.14149)
H (-3.86943, -0.40957, -5.85347)
H (-4.54133, -2.19699, -4.27638)
H (-3.57863, -2.28390, -2.02681)

Forces on atoms 1 to 6 (eV/Å):
Rh -2.30 0.41 0.28
C 0.16 -0.29 0.14
O 0.00 0.06 -0.67
C 0.03 0.38 -0.07
C -0.10 -0.12 0.37
O 0.02 -0.69 -0.10

Calculated values
Total energy in eV: -50038.1291
Spin multiplicity: 5
HOMO (alpha / beta) in eV: -11.35 / -11.30
Total charge: +1